# 1
Here is a molecular structure, C22H31N6O9PmS at a distorted geometry from OMol25. Energies are from the ωB97M-V functional and the def2-TZVPD basis.

Geometry as ORCA input:
```
! RIJCOSX wB97M-V def2-TZVPD def2/J DEFGRID3
* xyz 0 5
Pm -0.1701 0.0443 0.6753
C -2.7136 -3.8660 -1.9303
N -1.7913 -2.7494 -2.0862
C -1.4795 -2.2866 -3.4394
C -1.1141 -2.2797 -1.0396
O -0.1617 -1.4610 -1.1607
C -1.4526 -2.8126 0.3396
O -0.6771 -2.1464 1.2859
C -0.0302 -2.9185 2.3037
C 1.1406 -2.1437 2.7836
O 1.4510 -1.0372 2.2565
N 1.9365 -2.7222 3.7677
C 1.4342 -3.9114 4.4676
C 2.7048 -1.7244 4.5402
H -3.4103 -3.8672 -2.7412
H -3.2556 -3.8374 -1.0002
H -2.1831 -4.8052 -1.9718
H -0.5627 -2.8196 -3.7530
H -1.2507 -1.2208 -3.4283
H -2.3571 -2.5228 -4.0660
H -1.1857 -3.9080 0.4436
H -2.5094 -2.6403 0.5607
H 0.2663 -3.8751 1.8572
H -0.7307 -3.1097 3.1756
H 0.5633 -3.6530 5.1333
H 2.2550 -4.3298 5.1104
H 1.1316 -4.7176 3.7837
H 3.3613 -2.2998 5.2073
H 2.0210 -1.0875 5.1137
H 3.3011 -1.1435 3.8125
N -3.6379 3.3231 2.7623
C -2.8722 2.8331 3.8700
C -1.3584 2.8953 3.6129
C -0.7241 1.7300 2.8073
O -1.2186 0.5483 2.9522
O 0.3213 1.9611 2.0870
H -4.5648 3.6928 2.9503
H -3.5606 2.8133 1.8534
H -3.2045 1.7799 4.1528
H -3.1098 3.4616 4.7471
H -0.8544 2.8886 4.6165
H -1.0201 3.8115 3.1596
O -3.3485 1.9761 -0.2520
S -2.6459 0.8542 -0.8505
O -3.3085 0.2578 -1.9815
O -2.3596 -0.1737 0.2568
O -1.1973 1.2713 -1.1461
C 4.2481 0.4115 -0.4066
C 3.0346 -0.2731 -0.3632
N 1.9137 0.4094 -0.5082
C 1.7864 1.5517 -1.2594
C 2.9589 2.2917 -1.4293
C 4.1882 1.6826 -0.9841
C 2.9410 3.4540 -2.3781
C 2.1552 3.7188 -3.4336
C 1.2326 2.8645 -4.2132
C 1.1537 2.9618 -5.6310
C 0.0572 2.4065 -6.2345
N -0.9980 1.8968 -5.5704
C -0.8199 1.7279 -4.2912
N 0.2543 2.1020 -3.6156
H 5.1463 0.0278 0.0806
H 2.9109 -1.2822 0.1660
H 0.7657 1.8974 -1.3889
H 5.1425 2.2174 -1.1312
H 3.6407 4.2179 -1.9877
H 2.1799 4.7442 -3.8063
H 1.9296 3.3915 -6.1960
H -0.0911 2.3237 -7.2995
H -1.5972 1.1839 -3.7185
*
```

The value obtained for the energy is -78078.0452 eV. For the relative energy (zero: lowest compared OMol25 entry of this formula, charge and spin), the calculation gives 0.0 kcal/mol. Its frontier orbital gap is 7.02 eV.

Mulliken population analysis, charges in e, atoms 1 to 8: 0.755, -0.941, 0.330, -0.763, 0.562, -0.587, -0.841, -0.251



# 2
Here is C22H31NO in the gas phase from OMol25. Energies are from the ωB97M-V functional and the def2-TZVPD basis.

Geometry as ORCA input:
```
! RIJCOSX wB97M-V def2-TZVPD def2/J DEFGRID3
* xyz 0 1
C 2.0619 -5.2027 1.4257
C 1.0773 -4.2122 1.9719
C 0.9475 -2.9544 1.4019
C 0.0355 -2.0178 1.8663
C -0.7663 -2.3683 2.9587
C -0.6442 -3.6254 3.5387
C 0.2644 -4.5396 3.0485
H 0.3464 -5.5127 3.5099
H -1.2774 -3.8601 4.3798
O -1.6888 -1.5277 3.5140
H -1.6779 -0.6771 3.0607
C -0.1191 -0.6399 1.2377
C 1.0869 -0.2280 0.4334
C 1.3562 -0.7555 -0.8240
C 2.4892 -0.3776 -1.5227
C 3.3729 0.5386 -0.9789
C 3.1181 1.0678 0.2737
C 1.9878 0.6821 0.9719
H 1.8073 1.0956 1.9550
H 3.8015 1.7822 0.7092
H 4.2542 0.8363 -1.5279
H 2.6841 -0.8011 -2.4982
H 0.6805 -1.4725 -1.2669
C -1.4270 -0.5710 0.4226
H -2.2184 -1.1004 0.9595
H -1.2924 -1.0781 -0.5313
C -1.8915 0.8726 0.1721
N -1.1002 1.5378 -0.8472
C -1.6209 1.3196 -2.1914
C -0.5195 1.1282 -3.2399
H 0.3024 0.5619 -2.8147
H -0.1380 2.0743 -3.6083
H -0.9241 0.5784 -4.0875
H -2.1415 0.3565 -2.1232
C -2.6478 2.3464 -2.6903
H -3.4142 2.5245 -1.9394
H -2.1713 3.2902 -2.9397
H -3.1302 1.9655 -3.5880
C -0.5355 2.8062 -0.4094
H -0.0502 2.5638 0.5466
C -1.5473 3.9347 -0.1289
H -1.0679 4.7052 0.4713
H -1.8989 4.3942 -1.0470
H -2.4079 3.5617 0.4218
C 0.5687 3.3249 -1.3254
H 1.1061 4.1204 -0.8134
H 1.2697 2.5301 -1.5588
H 0.1637 3.7341 -2.2459
H -1.8183 1.4278 1.1112
H -2.9572 0.8505 -0.1015
H -0.2004 0.0863 2.0612
H 1.5901 -2.6948 0.5746
H 1.5549 -5.9175 0.7765
H 2.5342 -5.7609 2.2314
H 2.8328 -4.7030 0.8442
*
```

The value obtained for the energy is -26854.9442 eV. For the relative energy (zero: lowest compared OMol25 entry of this formula, charge and spin), the calculation gives 0.0 kcal/mol. As for the SMILES: Cc1ccc(O)c([C@H](CCN(C(C)C)C(C)C)c2ccccc2)c1. Its frontier orbital gap is 8.62 eV.

Mulliken population analysis, charges in e, atoms 1 to 8: -1.649, 0.218, -0.522, 0.652, 0.387, -0.899, -0.540, 0.408